[1]
{"formula": "CH2ClN2O2", "method": "ωB97M-V with the def2-TZVPD basis set", "de_lowest_ev": 0.0000, "lumo_ev": 4.333, "smiles": "[H]/N=N/O[C@H]([O-])Cl", "e_tot_ha": -759.4588, "homo_ev": -4.66, "charge": -1, "spin_multiplicity": 1, "species": ["H", "N", "N", "O", "C", "O", "Cl", "H"], "positions_angstrom": [[-2.498, 1.226, 1.113], [-1.954, 1.195, 0.311], [-1.038, 0.415, 0.568], [-0.142, 0.247, -0.421], [0.969, -0.779, -0.481], [0.864, -1.904, -0.035], [2.442, 0.376, 0.391], [1.358, -0.775, -1.446]]}

[2]
{"formula": "C49H51AsBiN4O3S", "method": "ωB97M-V with the def2-TZVPD basis set", "de_lowest_ev": 0.2673, "lumo_ev": [-2.641, -2.576], "e_tot_ha": -5190.5859, "homo_ev": [-8.53, -7.65], "charge": 1, "spin_multiplicity": 1, "species": ["Bi", "O", "S", "O", "N", "C", "C", "C", "C", "C", "C", "C", "C", "N", "C", "C", "C", "C", "C", "C", "C", "H", "H", "H", "H", "H", "H", "H", "H", "H", "H", "H", "C", "C", "N", "C", "C", "N", "C", "C", "H", "H", "H", "H", "H", "H", "H", "H", "H", "H", "H", "H", "H", "C", "C", "C", "C", "C", "C", "C", "C", "C", "C", "H", "H", "H", "H", "H", "H", "H", "H", "H", "H", "H", "H", "O", "As", "C", "C", "C", "C", "C", "C", "C", "C", "C", "C", "C", "C", "C", "C", "C", "C", "C", "C", "H", "H", "H", "H", "H", "H", "H", "H", "H", "H", "H", "H", "H", "H", "H"], "positions_angstrom": [[-4.608, 13.379, 19.865], [-2.146, 13.352, 20.509], [-1.737, 14.714, 21.141], [-0.876, 15.499, 20.240], [-3.411, 15.238, 20.658], [-3.968, 16.305, 21.203], [-3.185, 17.221, 21.935], [-3.737, 18.402, 22.443], [-5.097, 18.648, 22.380], [-5.926, 17.741, 21.712], [-7.312, 17.990, 21.605], [-8.074, 17.175, 20.772], [-7.441, 16.111, 20.111], [-6.180, 15.768, 20.290], [-5.375, 16.600, 21.020], [-1.669, 12.537, 24.681], [-0.742, 13.655, 25.102], [0.234, 13.541, 26.076], [0.367, 12.323, 26.776], [-0.654, 11.371, 26.656], [-1.714, 11.522, 25.802], [-2.117, 17.055, 21.977], [-3.088, 19.139, 22.896], [-5.547, 19.533, 22.832], [-7.726, 18.874, 22.069], [-9.166, 17.369, 20.670], [-7.998, 15.548, 19.364], [-0.816, 14.590, 24.551], [0.861, 14.413, 26.246], [1.196, 12.096, 27.423], [-0.649, 10.498, 27.303], [-2.539, 10.826, 25.823], [-0.924, 12.145, 16.469], [-2.029, 12.049, 17.576], [-2.975, 13.209, 17.576], [-3.692, 13.201, 16.272], [-2.670, 13.191, 15.054], [-1.221, 13.321, 15.541], [-1.226, 14.612, 16.358], [-2.205, 14.498, 17.576], [-0.897, 11.245, 15.804], [0.084, 12.318, 16.890], [-1.523, 11.997, 18.531], [-2.649, 11.144, 17.419], [-4.324, 14.101, 16.177], [-4.317, 12.269, 16.223], [-2.870, 13.999, 14.343], [-2.716, 12.201, 14.524], [-0.553, 13.389, 14.746], [-1.480, 15.431, 15.672], [-0.222, 14.795, 16.722], [-2.924, 15.354, 17.521], [-1.612, 14.545, 18.532], [-7.297, 13.280, 16.546], [-7.213, 12.107, 17.574], [-7.536, 12.123, 19.077], [-6.694, 10.774, 17.457], [-6.836, 9.694, 16.520], [-7.203, 8.371, 16.826], [-7.597, 7.442, 15.823], [-7.539, 7.918, 14.525], [-6.587, 8.929, 14.237], [-6.268, 9.823, 15.207], [-6.375, 13.913, 16.619], [-8.237, 13.854, 16.634], [-7.296, 12.856, 15.527], [-7.381, 13.037, 19.655], [-6.915, 11.372, 19.608], [-8.569, 11.735, 19.217], [-6.396, 10.320, 18.406], [-7.135, 7.971, 17.842], [-8.005, 6.441, 16.030], [-8.253, 7.586, 13.768], [-6.098, 9.011, 13.238], [-5.509, 10.595, 15.078], [-4.598, 11.136, 20.728], [-3.544, 10.804, 22.088], [-3.934, 12.333, 23.349], [-5.249, 12.849, 23.143], [-5.664, 14.065, 23.684], [-4.795, 14.724, 24.549], [-3.510, 14.237, 24.749], [-3.052, 13.042, 24.215], [-4.288, 9.389, 23.085], [-3.902, 8.063, 22.761], [-4.167, 7.027, 23.640], [-4.847, 7.278, 24.845], [-5.425, 8.518, 25.088], [-5.151, 9.564, 24.207], [-1.961, 10.078, 21.272], [-2.037, 9.621, 19.943], [-0.900, 9.207, 19.291], [0.334, 9.208, 19.953], [0.434, 9.640, 21.275], [-0.747, 9.954, 21.992], [-5.919, 12.255, 22.530], [-6.620, 14.513, 23.404], [-5.097, 15.634, 25.080], [-2.851, 14.834, 25.375], [-1.155, 12.065, 23.824], [-3.403, 7.852, 21.801], [-3.832, 6.038, 23.371], [-4.905, 6.507, 25.587], [-6.134, 8.622, 25.914], [-5.643, 10.519, 24.362], [-2.967, 9.677, 19.385], [-0.950, 8.821, 18.251], [1.240, 8.920, 19.412], [1.410, 9.707, 21.756], [-0.708, 10.097, 23.076]]}

[3]
{"formula": "C26H24MgN2O7", "method": "ωB97M-V with the def2-TZVPD basis set", "de_lowest_ev": 0.0000, "lumo_ev": -1.035, "e_tot_ha": -1841.5416, "homo_ev": -6.39, "spin_multiplicity": 1, "species": ["Mg", "C", "C", "C", "C", "C", "C", "C", "C", "C", "H", "H", "H", "H", "H", "H", "H", "H", "H", "H", "H", "H", "O", "C", "C", "C", "C", "N", "C", "C", "C", "C", "C", "C", "O", "C", "C", "N", "H", "H", "H", "H", "H", "H", "H", "H", "H", "H", "H", "H", "O", "C", "C", "O", "C", "C", "O", "C", "O", "O"], "positions_angstrom": [[-6.560, 7.728, 13.522], [-4.167, 7.292, 10.354], [-4.458, 8.049, 11.631], [-5.315, 9.173, 11.654], [-5.433, 10.046, 12.758], [-6.233, 11.332, 12.691], [-4.794, 9.609, 13.948], [-4.051, 8.417, 14.054], [-3.415, 7.973, 15.367], [-3.955, 7.627, 12.879], [-5.050, 7.220, 9.723], [-3.782, 6.297, 10.563], [-3.414, 7.818, 9.747], [-5.893, 9.377, 10.774], [-5.604, 12.175, 12.384], [-6.652, 11.573, 13.677], [-7.083, 11.290, 11.994], [-4.986, 10.172, 14.848], [-2.494, 8.511, 15.569], [-3.187, 6.911, 15.342], [-4.093, 8.164, 16.204], [-3.447, 6.672, 12.956], [-13.335, 7.300, 12.556], [-12.816, 8.503, 13.047], [-11.315, 8.412, 13.019], [-10.546, 9.480, 13.460], [-9.177, 9.351, 13.543], [-8.534, 8.307, 13.009], [-9.259, 7.271, 12.512], [-10.674, 7.303, 12.525], [-8.472, 6.155, 11.982], [-9.070, 5.052, 11.332], [-8.269, 4.034, 10.852], [-8.873, 2.881, 10.084], [-10.052, 2.371, 10.648], [-6.894, 4.075, 11.126], [-6.368, 5.153, 11.805], [-7.118, 6.218, 12.112], [-14.314, 7.366, 12.480], [-13.127, 8.673, 14.098], [-13.123, 9.388, 12.461], [-11.012, 10.404, 13.775], [-8.556, 10.081, 14.031], [-11.235, 6.450, 12.179], [-10.134, 5.038, 11.204], [-8.111, 2.094, 9.943], [-9.166, 3.213, 9.075], [-9.841, 2.021, 11.538], [-6.238, 3.288, 10.781], [-5.340, 5.169, 12.146], [-8.740, 6.255, 19.039], [-8.325, 6.536, 17.925], [-8.270, 7.999, 17.316], [-8.725, 9.045, 17.773], [-7.436, 7.822, 16.117], [-7.177, 6.418, 15.855], [-6.530, 5.964, 14.826], [-7.779, 5.535, 16.868], [-7.827, 4.309, 16.834], [-7.068, 8.806, 15.353]]}

[4]
{"formula": "C12H30CuN2O8S", "method": "ωB97M-V with the def2-TZVPD basis set", "de_lowest_ev": 0.5375, "lumo_ev": [4.429, 4.410], "e_tot_ha": -3225.1348, "homo_ev": [2.35, 0.15], "charge": -2, "s_squared": 0.751, "spin_multiplicity": 2, "species": ["Cu", "S", "O", "O", "O", "O", "C", "O", "C", "C", "N", "C", "C", "O", "C", "H", "H", "H", "H", "H", "H", "H", "H", "H", "H", "H", "H", "H", "H", "H", "C", "O", "C", "C", "N", "C", "C", "O", "C", "H", "H", "H", "H", "H", "H", "H", "H", "H", "H", "H", "H", "H", "H", "H"], "positions_angstrom": [[-0.881, 0.215, -0.452], [-1.120, -2.785, -2.060], [-1.650, -1.538, -1.552], [-1.328, -2.875, -3.511], [0.253, -3.016, -1.632], [-2.016, -3.919, -1.867], [-2.867, 2.106, -2.603], [-2.505, 1.678, -1.314], [-2.824, 2.658, -0.350], [-2.710, 2.097, 1.080], [-1.308, 1.877, 1.277], [-1.062, 1.093, 2.497], [-1.750, -0.288, 2.599], [-1.556, -1.067, 1.453], [-2.115, -2.343, 1.527], [-3.925, 2.367, -2.635], [-2.700, 1.267, -3.278], [-2.240, 2.938, -2.923], [-3.870, 2.943, -0.463], [-2.237, 3.556, -0.541], [-3.220, 1.141, 1.200], [-3.046, 2.859, 1.784], [-0.908, 2.783, 1.478], [-1.386, 1.682, 3.356], [0.016, 0.979, 2.601], [-2.823, -0.190, 2.768], [-1.261, -0.775, 3.443], [-2.078, -2.783, 2.524], [-1.515, -2.988, 0.887], [-3.093, -2.386, 1.047], [0.943, 2.646, -1.864], [0.641, 1.358, -2.372], [1.737, 0.452, -2.379], [2.273, -0.015, -0.962], [1.234, -0.833, -0.294], [1.661, -1.286, 1.076], [2.973, -2.017, 1.116], [3.982, -1.048, 1.334], [5.289, -1.591, 1.485], [1.056, 2.584, -0.782], [0.091, 3.259, -2.161], [1.771, 3.097, -2.412], [2.561, 0.811, -2.995], [1.388, -0.415, -2.940], [2.451, 0.891, -0.383], [3.220, -0.546, -1.054], [1.034, -1.668, -0.825], [0.873, -1.908, 1.500], [1.566, -0.483, 1.808], [3.123, -2.599, 0.207], [2.941, -2.733, 1.937], [5.347, -2.204, 2.384], [6.091, -0.873, 1.655], [5.476, -2.166, 0.578]]}

[5]
{"formula": "C9H9N3O2S", "method": "ωB97M-V with the def2-TZVPD basis set", "de_lowest_ev": 1.7425, "lumo_ev": 0.482, "e_tot_ha": -1061.2224, "homo_ev": -8.56, "spin_multiplicity": 1, "species": ["C", "C", "C", "C", "C", "C", "C", "C", "C", "N", "N", "N", "O", "O", "S", "H", "H", "H", "H", "H", "H", "H", "H", "H"], "positions_angstrom": [[2.685, -1.455, -0.510], [1.584, -1.937, 0.151], [2.757, -0.180, -0.994], [0.418, -1.172, 0.125], [1.645, 0.650, -1.022], [0.378, 0.064, -0.538], [-0.994, 1.318, -1.938], [0.819, 3.023, 1.464], [-1.800, 1.001, 0.096], [-2.156, 1.862, -2.008], [-0.817, 0.662, -0.761], [-2.722, 1.669, -0.765], [0.719, 3.486, 0.428], [0.940, 2.596, 2.508], [-2.009, -0.034, 3.103], [3.599, -2.054, -0.419], [1.545, -2.882, 0.754], [3.626, 0.090, -1.483], [-0.572, -1.508, 0.459], [1.523, 1.701, -1.510], [-0.267, 1.247, -2.676], [-3.733, 1.776, -0.634], [-0.828, 0.454, 3.014], [-2.690, 0.733, 2.269]]}

[6]
{"formula": "C8H20Cl4N4O8", "method": "ωB97M-V with the def2-TZVPD basis set", "lumo_ev": [1.861, 1.861], "e_tot_ha": -2978.1233, "homo_ev": [-0.65, -4.72], "charge": -1, "s_squared": 0.754, "spin_multiplicity": 2, "species": ["Cl", "C", "C", "Cl", "H", "H", "H", "H", "Cl", "C", "C", "Cl", "H", "H", "H", "H", "C", "N", "O", "O", "H", "H", "H", "C", "N", "O", "O", "H", "H", "H", "C", "N", "O", "O", "H", "H", "H", "C", "N", "O", "O", "H", "H", "H"], "positions_angstrom": [[5.651, 3.829, 0.195], [4.646, 4.612, -1.035], [3.216, 4.163, -1.085], [2.280, 5.323, 0.060], [5.002, 4.451, -2.053], [4.768, 5.687, -0.906], [3.025, 3.144, -0.749], [2.745, 4.166, -2.068], [1.883, 0.537, -0.052], [0.210, -0.195, -0.076], [-0.918, 0.797, -0.224], [-0.812, 1.541, -1.806], [0.028, -0.819, 0.799], [0.303, -0.846, -0.945], [-0.782, 1.620, 0.477], [-1.915, 0.371, -0.120], [-1.184, -4.635, -1.572], [0.268, -4.579, -1.129], [0.836, -3.458, -1.010], [0.810, -5.646, -1.004], [-1.416, -3.983, -2.414], [-1.712, -4.339, -0.665], [-1.450, -5.683, -1.712], [-2.445, 1.899, -4.851], [-1.586, 1.855, -6.080], [-0.500, 1.280, -6.033], [-1.908, 2.608, -6.947], [-2.253, 1.032, -4.218], [-3.401, 1.661, -5.318], [-2.272, 2.892, -4.436], [0.932, -3.161, 3.917], [-0.324, -3.314, 3.190], [-0.438, -2.915, 2.033], [-1.243, -3.888, 3.764], [0.650, -2.878, 4.931], [1.507, -2.264, 3.687], [1.442, -4.121, 3.825], [-2.473, 0.838, 4.688], [-1.257, -0.031, 4.315], [-0.821, 0.173, 3.191], [-1.002, -0.943, 5.073], [-3.019, 0.387, 5.516], [-3.013, 1.064, 3.768], [-2.057, 1.767, 5.080]]}

[7]
{"formula": "CH3N2O3S", "method": "ωB97M-V with the def2-TZVPD basis set", "de_lowest_ev": 0.9948, "lumo_ev": -7.659, "e_tot_ha": -772.9036, "homo_ev": -16.19, "charge": 1, "spin_multiplicity": 1, "species": ["C", "N", "N", "O", "O", "O", "S", "H", "H", "H"], "positions_angstrom": [[-0.515, -0.340, -0.072], [0.285, -1.306, -0.309], [-1.857, -0.464, 0.034], [2.563, 0.511, -1.277], [2.378, 0.223, 1.263], [0.044, 0.970, -0.098], [2.003, -0.028, -0.090], [-2.066, -1.441, 0.163], [-2.436, 0.305, -0.318], [-0.400, 1.570, 0.705]]}